Entry 1:
20
Properties=species:S:1:pos:R:3:lowdin_charge:R:1 method="wB97M-V/def2-TZVPD" energy_ha=-311.94102 lumo_ev=1.007 gap_ev=9.49
C -0.73803 0.73080 -1.94453 -0.064
C -1.00264 1.12481 -0.51734 -0.335
C -2.10080 1.80489 -0.22024 0.047
C 0.24664 1.31802 1.59145 0.069
C -0.07603 0.58992 0.52504 -0.292
C 0.22217 -0.84647 0.37620 -0.101
C 1.42545 -1.41081 0.39769 -0.152
C 1.76346 -2.86910 0.15496 -0.091
H -0.76346 -0.32160 -2.24193 0.079
H 0.33422 0.84831 -2.17070 0.088
H -1.36322 1.37408 -2.55503 0.073
H -2.78100 2.06108 -1.01787 0.056
H -2.47914 2.10754 0.74642 0.065
H 0.95418 1.17760 2.39611 0.065
H -0.33635 2.22137 1.77247 0.061
H -0.60364 -1.50489 0.13560 0.120
H 2.30249 -0.77814 0.52239 0.107
H 0.90735 -3.37217 -0.28884 0.073
H 1.94267 -3.33091 1.10533 0.062
H 2.68503 -2.83451 -0.41917 0.071

Entry 2:
28
Properties=species:S:1:pos:R:3:lowdin_charge:R:1 method="wB97M-V/def2-TZVPD" energy_ha=-3396.38654 lumo_ev=0.545 gap_ev=10.75
C -1.28487 2.13301 1.39012 0.011
C -1.36156 1.60003 -0.01702 -0.431
O -2.29402 1.80425 -0.73123 0.139
N -0.25249 0.80309 -0.59412 0.076
C 0.92222 1.65892 -0.77459 -0.429
C 1.62474 1.51526 -2.10254 0.013
O 1.26362 2.45060 0.05239 0.143
C 0.01334 -0.51725 -0.00893 -0.436
N 0.69521 -1.38851 -0.93889 0.151
O 0.85049 -0.36406 1.16413 -0.017
C 2.07442 -0.91709 1.16615 -0.925
O 3.05017 -0.41677 0.73686 0.096
Br 2.17493 -2.54111 2.17808 0.800
C -1.32690 -1.16727 0.41555 -0.288
C -1.33119 -2.68060 0.44385 -0.020
F -1.64410 -0.69994 1.68130 0.013
H -1.59187 3.18261 1.35979 0.099
H -2.01867 1.59300 1.99493 0.090
H -0.29736 2.04255 1.82949 0.077
H 2.01014 2.48828 -2.40994 0.094
H 0.95802 1.09546 -2.85644 0.087
H 2.47389 0.83095 -1.97589 0.087
H 1.44592 -0.88955 -1.40482 0.074
H 0.04412 -1.65086 -1.67355 0.113
H -2.10307 -0.80852 -0.26996 0.154
H -2.24713 -2.98435 0.95960 0.095
H -0.45983 -3.08689 0.95563 0.048
H -1.38818 -3.08524 -0.56996 0.086

Entry 3:
23
Properties=species:S:1:pos:R:3:lowdin_charge:R:1 method="wB97M-V/def2-TZVPD" energy_ha=-1504.40417 lumo_ev=5.590 gap_ev=3.04 total_charge=-2
C -0.83178 1.08795 -1.82315 -0.237
C 0.55543 0.85246 -2.03602 -0.236
C 1.28633 1.89326 -1.39367 -0.267
C 0.34628 2.78302 -0.79441 -0.288
C -0.96285 2.28621 -1.06044 -0.263
Ca 0.11439 0.53470 0.66721 1.047
N -0.99394 -1.39955 0.11746 -0.324
C -0.45261 -2.66351 -0.31577 -0.622
C 0.90978 -2.39556 -0.80640 -0.246
H 2.36824 2.02623 -1.42233 0.061
H 0.98419 0.04135 -2.62379 0.070
H 0.57846 3.71923 -0.28983 0.061
H -1.90317 2.76680 -0.80197 0.067
H -1.63918 0.47774 -2.21751 0.075
H 1.07435 -2.21326 -1.86316 -0.088
H -1.07154 -3.23637 -1.03201 0.041
H -2.01300 -1.45495 0.11702 -0.079
H 1.73733 -2.42732 -0.10243 -0.109
H -0.22849 -3.25681 0.60754 0.032
Cl -0.04853 0.06323 3.45262 0.314
C -0.89023 1.37153 2.71888 -0.877
H -0.51474 2.33471 3.07803 -0.073
H -1.97382 1.20931 2.72542 -0.061

Entry 4:
24
Properties=species:S:1:pos:R:3:mulliken_spin:R:1 method="wB97M-V/def2-TZVPD" energy_ha=-1411.85507 s2=6.0211 lumo_ev="3.273 / 1.422" gap_ev="4.80 / 6.70" spin_multiplicity=5 total_charge=-1
Ir -0.16277 0.28644 1.88310 1.548
Cl -0.18841 2.51431 1.13476 0.054
Cl 0.39851 1.07890 4.02410 0.207
C 1.76520 -0.42650 1.53222 1.243
H 2.28879 -1.15776 0.87292 0.044
H 2.46589 -0.06153 2.31264 0.084
C -1.15105 -0.42045 0.19582 -0.040
C 0.23940 -1.03540 0.03205 0.742
H -1.92732 -1.10959 0.55786 0.024
C 0.99557 -0.65108 -1.22217 -0.034
H 0.31673 -2.08853 0.34270 0.002
C 0.69494 0.77064 -1.68662 0.006
H 2.07778 -0.76192 -1.05891 -0.026
H 0.72626 -1.35325 -2.03127 0.047
C -0.79594 0.94287 -2.00212 -0.005
H 0.98684 1.49311 -0.92771 0.002
H 1.28151 0.99234 -2.59884 -0.005
C -1.72622 0.54816 -0.86069 0.041
H -0.98959 1.98935 -2.28663 -0.001
H -1.04143 0.34019 -2.88165 0.000
H -2.07173 1.45298 -0.34064 -0.002
H -2.63938 0.09970 -1.29148 0.005
O -0.89633 -2.18977 3.46890 -0.005
C -0.64722 -1.25321 2.83166 0.065

Entry 5:
23
Properties=species:S:1:pos:R:3:lowdin_charge:R:1 method="wB97M-V/def2-TZVPD" energy_ha=-1116.42234 lumo_ev=-0.632 gap_ev=7.52
C -3.72035 1.28711 0.33362 -0.069
C -3.59254 0.00878 -0.21222 -0.070
C -2.61660 2.15478 0.47001 -0.081
C -2.28732 -0.51510 -0.47542 -0.100
C -1.36004 1.68595 0.21860 -0.091
C -1.16673 0.29641 -0.20353 -0.257
C 2.88040 -0.34678 1.28498 -0.187
C 1.35105 -1.32883 -1.84463 -0.145
N 1.37995 -0.49982 1.31111 -0.157
Si 0.63888 -0.39722 -0.22610 0.882
Cl 2.20663 2.67696 -0.24845 -0.467
H -4.74479 1.73209 0.56533 0.128
H -4.32536 -0.72744 -0.39214 0.084
H -2.68553 3.11974 0.86224 0.090
H -2.05255 -1.46083 -0.86472 0.070
H -0.38754 2.13775 0.35484 0.009
H 3.22090 0.72606 1.70899 0.106
H 3.22540 -1.03240 1.94851 0.020
H 3.37852 -0.50216 0.33394 0.060
H 0.36095 -1.53405 -2.45889 0.072
H 1.99718 -0.50830 -2.31591 0.060
H 1.83979 -2.17241 -1.52098 -0.029
H 1.05655 0.00205 2.10341 0.071

Entry 6:
23
Properties=species:S:1:pos:R:3:lowdin_charge:R:1 method="wB97M-V/def2-TZVPD" energy_ha=-2606.05946 lumo_ev=4.323 gap_ev=1.87 total_charge=-2
C 1.92980 -1.15071 -1.23593 -0.155
C 1.33102 -2.36045 -0.78568 -0.163
C 1.11180 -2.28019 0.60940 -0.159
C 1.58520 -1.01520 1.06319 -0.294
C 2.04077 -0.26263 -0.13742 -0.253
Zn 0.26182 0.54969 0.79135 -0.817
N -1.12600 1.47533 -1.20797 -0.090
C -2.20109 1.10012 -2.10918 -0.174
C -1.94239 0.35727 -0.74637 -0.204
H 0.74789 -3.06867 1.24959 0.077
H 1.14840 -3.24209 -1.40799 0.075
H 1.80181 -0.73565 2.09890 0.096
H 2.59773 0.67565 -0.12948 0.091
H 2.30133 -0.96367 -2.23556 0.075
H -1.45565 -0.62122 -0.79021 0.078
H -1.86434 0.58898 -2.99902 0.080
H -1.37561 2.36176 -0.76809 0.066
H -2.60988 0.48991 0.11867 0.084
H -3.02278 1.80537 -2.13071 0.059
Cl 0.91170 2.42345 2.89946 0.333
C -0.38732 1.39163 2.42446 -0.787
H -0.46012 0.52542 3.10400 -0.009
H -1.32408 1.95588 2.32461 -0.009

Entry 7:
27
Properties=species:S:1:pos:R:3:lowdin_charge:R:1 method="wB97M-V/def2-TZVPD" energy_ha=-783.37148 lumo_ev=-3.604 gap_ev=8.79 total_charge=+1
Cs 2.29201 6.01979 -1.73469 0.988
C -4.83136 -1.23015 -4.77799 -0.004
C -4.48109 0.26444 -4.49817 -0.242
C -4.77057 0.80049 -3.12206 -0.112
O -3.56691 1.40260 -2.69995 0.082
C -2.67581 1.36342 -3.70107 -0.547
O -1.77515 2.22751 -3.85353 0.075
O -2.98996 0.43138 -4.58074 0.068
H -4.09967 -1.92378 -4.36372 0.090
H -4.79137 -1.42767 -5.84919 0.085
H -5.77544 -1.38479 -4.25558 0.083
H -4.65676 0.90196 -5.36467 0.156
H -5.12707 -0.05966 -2.55534 0.132
H -5.64418 1.44505 -3.21921 0.141
C 5.09418 -1.88556 4.09931 -0.038
C 3.78353 -1.16220 4.18908 -0.309
C 3.62621 -0.19915 5.33011 -0.062
O 3.25230 0.93011 4.54266 0.076
C 3.44600 0.82527 3.23788 -0.554
O 3.29523 1.66300 2.37822 0.125
O 4.03808 -0.37947 2.97563 0.044
H 4.87163 -2.88648 4.46909 0.093
H 5.81999 -1.15517 4.45686 0.099
H 5.47905 -2.09141 3.10052 0.090
H 2.95014 -1.83142 3.97530 0.159
H 4.50901 -0.13397 5.96612 0.142
H 2.72797 -0.52414 5.85513 0.140

Entry 8:
26
Properties=species:S:1:pos:R:3:mulliken_spin:R:1 method="wB97M-V/def2-TZVPD" energy_ha=-726.41340 s2=2.0196 lumo_ev="0.684 / -2.280" gap_ev="5.72 / 6.87" spin_multiplicity=3
C 1.58180 1.56624 0.29890 0.112
C 2.29886 0.42547 0.67398 0.290
C -1.95219 0.13155 -0.31559 0.006
C 0.13764 1.37053 0.69884 -0.004
C 0.05922 -1.01534 -0.18074 0.063
C -0.40308 0.35413 -0.34577 -0.015
C 1.52340 -1.09087 -0.44886 0.484
C -3.78348 -0.55206 0.83567 0.000
N 2.10439 2.44819 -0.39862 0.341
N 3.14163 0.10507 1.52541 0.538
N 1.81159 -0.76279 -1.84899 0.006
O -2.56648 -0.07616 -1.33094 -0.003
O -2.47015 -0.03105 0.88006 0.002
F 2.23089 -2.17226 0.06908 0.039
H 0.22712 0.96199 1.71588 0.005
H -0.41182 2.25180 0.70110 -0.002
H -0.35601 -1.46705 0.71367 0.015
H -0.48206 -1.70220 -0.80085 0.035
H -0.03357 0.81120 -1.30419 0.002
H -4.01870 -0.52441 1.92302 0.000
H -3.67278 -1.60267 0.35072 0.000
H -4.29313 0.22629 0.15890 0.000
H 1.53254 3.22898 -0.71189 0.018
H 3.49928 -0.83506 1.65466 0.036
H 2.87400 -0.61565 -2.00009 0.005
H 1.42107 -1.43385 -2.51336 0.025

Entry 9:
29
Properties=species:S:1:pos:R:3:lowdin_charge:R:1 method="wB97M-V/def2-TZVPD" energy_ha=-2149.40395 lumo_ev=-3.192 gap_ev=10.12 total_charge=+1
Lu 0.41901 -0.13020 0.07842 1.779
O -0.70109 -3.68358 2.03927 0.224
C -0.59805 -2.41657 1.78340 -0.443
O -0.66045 -1.94099 0.65181 -0.009
C -0.46878 -1.56243 3.03108 -0.057
O 0.10922 -0.29708 2.76690 -0.128
C 1.53576 -0.19123 3.02467 -0.032
C 2.03775 -0.31072 1.59664 -0.633
O 1.93345 -1.42166 1.02439 -0.020
O 2.06446 0.75589 0.91041 -0.070
H -0.82839 -4.22184 1.24292 0.170
H 0.07510 -2.11556 3.79590 0.153
H -1.48550 -1.38631 3.39171 0.169
H 1.88921 -0.97483 3.68968 0.145
H 1.71707 0.80100 3.42331 0.148
C 0.85573 1.84090 -2.19841 0.009
C -0.51105 1.14518 -2.18882 -0.478
C -1.30079 1.37940 -3.45446 -0.001
O -0.25396 -0.30848 -1.99138 -0.121
C -1.35955 1.67133 -0.94968 -0.552
O -2.13696 2.56506 -1.11623 0.154
O -1.05204 1.08703 0.17928 -0.157
H 1.42630 1.54837 -3.07928 0.108
H 1.45188 1.60699 -1.29969 0.063
H 0.71488 2.92026 -2.22447 0.122
H -0.70505 1.16985 -4.34528 0.103
H -1.61421 2.42000 -3.47499 0.107
H -2.20889 0.77516 -3.45679 0.111
H -0.34508 -0.72495 -2.85031 0.135

Entry 10:
21
Properties=species:S:1:pos:R:3:lowdin_charge:R:1 method="wB97M-V/def2-TZVPD" energy_ha=-366.31473 lumo_ev=-3.050 gap_ev=10.25 total_charge=+1
C 0.26393 -1.36402 0.56778 0.128
C 0.38809 -2.37105 1.20326 -0.171
C 0.36503 0.39695 -0.13703 -0.024
C 0.58561 1.67749 0.11621 -0.174
C -0.05470 1.94384 -1.21430 -0.035
C 0.16894 -3.61549 1.85146 -0.097
C 1.25286 2.45200 1.16493 0.020
C -1.57374 -0.09274 -1.74331 0.085
N -0.19155 0.51504 -1.47014 -0.084
H -1.06683 2.32365 -1.01115 0.155
H 0.58920 2.47160 -1.91771 0.157
H -0.89559 -3.97148 1.76950 0.116
H 0.60986 -4.43944 1.40190 0.059
H 0.43656 -3.44446 2.91695 0.109
H 2.25970 2.07479 1.07843 0.110
H 0.80095 2.27936 2.08985 0.082
H 1.09453 3.50179 0.96325 0.099
H -1.54808 -0.17888 -2.81459 0.102
H -1.70531 -1.06400 -1.13161 0.138
H -2.17711 0.74221 -1.54858 0.075
H 0.39762 0.16283 -2.13510 0.148

Entry 11:
22
Properties=species:S:1:pos:R:3:lowdin_charge:R:1 method="wB97M-V/def2-TZVPD" energy_ha=-421.42900 lumo_ev=0.645 gap_ev=8.11
C -0.81370 0.29165 -2.88792 -0.096
C 0.79051 -1.80377 -0.62077 -0.076
C -0.59350 -1.45829 -0.53661 -0.086
C 1.43028 -0.91288 0.18612 -0.069
C -0.78312 -0.18954 -0.01310 -0.414
C 0.46852 0.18510 0.63759 -0.488
C 0.27734 0.04461 2.15481 -0.020
C 1.07323 1.56433 0.18500 -0.009
N -0.83345 -0.44128 -3.73012 0.081
N -1.95301 0.48673 0.05880 0.095
H 1.09107 -2.70693 -1.13307 0.104
H -1.36084 -2.15676 -0.92280 0.119
H 2.52955 -0.74993 0.10521 0.119
H -0.60051 0.84153 -2.03691 0.020
H -0.59400 0.52280 2.39597 0.026
H 1.03814 0.62146 2.83668 0.128
H 0.31679 -0.98229 2.47131 0.086
H 0.24521 2.29783 0.35929 0.098
H 1.37443 1.61793 -0.87976 0.092
H 1.91660 1.81088 0.63781 0.019
H -2.77537 -0.06552 -0.16837 0.098
H -2.24416 1.18233 0.90084 0.173

Entry 12:
22
Properties=species:S:1:pos:R:3:lowdin_charge:R:1 method="wB97M-V/def2-TZVPD" energy_ha=-421.36231 lumo_ev="-0.719 / -0.708" gap_ev="7.61 / 8.74"
C -2.37256 -0.25879 0.18224 -0.243
C 1.35918 -0.04496 -0.31922 -0.071
C 0.21299 2.23177 0.67054 -0.285
C 0.91912 0.78890 0.83361 -0.193
C -1.16619 -0.42276 -0.32940 -0.224
C 0.13944 -0.49119 0.47057 -0.384
C -1.14869 -0.64257 -1.77040 -0.040
C 0.24761 -1.65149 1.44892 -0.031
N -3.48696 -0.14927 0.54130 0.172
N -0.61414 2.33310 -0.43730 0.116
H 1.22179 0.50107 -1.25943 0.114
H 2.26994 -0.59871 -0.18410 0.107
H -0.20608 2.51046 1.65262 0.104
H 1.21692 2.86155 0.57949 0.155
H 1.61872 0.78732 1.66535 0.128
H -0.95311 0.32896 -2.17593 0.081
H -2.02040 -0.97519 -2.20898 0.067
H -0.37156 -1.32005 -2.06350 0.092
H 1.07546 -1.66022 2.13414 0.064
H 0.39821 -2.59094 0.73146 0.126
H -0.70542 -1.77692 2.04012 0.096
H -1.48364 2.76064 -0.15407 0.051

Please write out number 1 again, unchanged.
20
Properties=species:S:1:pos:R:3:lowdin_charge:R:1 method="wB97M-V/def2-TZVPD" energy_ha=-311.94102 lumo_ev=1.007 gap_ev=9.49
C -0.73803 0.73080 -1.94453 -0.064
C -1.00264 1.12481 -0.51734 -0.335
C -2.10080 1.80489 -0.22024 0.047
C 0.24664 1.31802 1.59145 0.069
C -0.07603 0.58992 0.52504 -0.292
C 0.22217 -0.84647 0.37620 -0.101
C 1.42545 -1.41081 0.39769 -0.152
C 1.76346 -2.86910 0.15496 -0.091
H -0.76346 -0.32160 -2.24193 0.079
H 0.33422 0.84831 -2.17070 0.088
H -1.36322 1.37408 -2.55503 0.073
H -2.78100 2.06108 -1.01787 0.056
H -2.47914 2.10754 0.74642 0.065
H 0.95418 1.17760 2.39611 0.065
H -0.33635 2.22137 1.77247 0.061
H -0.60364 -1.50489 0.13560 0.120
H 2.30249 -0.77814 0.52239 0.107
H 0.90735 -3.37217 -0.28884 0.073
H 1.94267 -3.33091 1.10533 0.062
H 2.68503 -2.83451 -0.41917 0.071